1.
# C28H58FN7NbO7

C28H58FN7NbO7 as an isolated structure (ωB97M-V with the def2-TZVPD basis set, the Open Molecules 2025 dataset).

```
102
Properties=species:S:1:pos:R:3:forces:R:3
C -1.426 -1.844 -0.999 -0.2 0.1 -0.9
C -1.500 -0.407 -0.292 -0.7 -0.1 -1.3
N -1.659 -0.401 1.181 0.2 -1.1 0.4
C -0.382 -0.383 1.943 1.3 -0.6 0.2
C 0.621 -1.608 1.678 0.5 0.9 0.1
Nb 2.672 -1.317 2.704 3.4 -0.9 0.3
C 2.030 0.633 3.684 -0.9 0.7 0.0
F 4.551 -1.058 3.672 -2.3 -0.3 -1.1
C 3.549 -0.231 0.908 0.2 0.8 -0.3
N 3.947 1.165 1.376 0.0 0.3 -0.8
O 3.391 -3.166 2.038 -2.6 1.5 -0.5
C 2.586 -3.765 1.004 1.9 -2.0 -0.3
C 3.443 -5.031 0.447 -1.0 -0.6 0.4
C 2.559 -5.727 -0.696 -0.1 0.6 0.1
O 4.748 -4.598 -0.011 -0.5 -0.6 0.1
C 1.969 -2.390 4.618 -1.6 -1.8 3.8
C 1.936 -1.675 6.018 -1.3 -4.6 -0.3
C 1.490 -2.517 7.227 0.7 0.4 -2.0
N 1.108 -3.885 7.249 1.0 2.2 -3.8
C 1.114 -4.509 5.973 0.8 1.3 -1.4
C 1.516 -3.896 4.619 0.2 2.6 3.9
C -2.656 -1.342 1.689 -3.2 1.3 1.1
C -2.462 -2.895 1.981 -0.5 -0.6 -0.3
O -3.797 -0.862 1.975 3.6 -1.8 -1.2
H -2.489 -2.213 -1.272 1.9 0.6 0.5
H -0.860 -1.689 -1.995 -0.9 -0.4 1.5
H -0.883 -2.651 -0.411 -0.6 1.3 -0.7
H -0.609 0.227 -0.638 -1.1 -0.9 1.0
H -2.430 0.121 -0.733 1.3 -0.8 0.6
H 0.180 0.567 1.607 -1.1 -1.4 0.6
H -0.571 -0.323 3.071 0.0 0.1 -1.7
H 0.859 -1.603 0.556 -0.4 -0.3 1.5
H 0.257 -2.618 2.055 0.2 1.3 -0.7
H 2.874 1.068 4.314 -1.0 -0.7 -0.7
H 1.767 1.435 2.894 0.4 -1.2 1.1
H 1.080 0.468 4.313 1.4 0.4 -0.7
H 2.814 -0.138 0.040 1.2 -0.4 0.7
H 4.544 -0.736 0.618 -1.7 0.4 0.2
H 3.165 1.819 1.212 0.5 -0.5 0.2
H 4.718 1.531 0.795 -0.5 -0.3 0.3
H 2.435 -3.086 0.101 -0.1 -0.7 1.2
H 1.606 -4.235 1.392 1.2 1.0 -0.6
H 3.583 -5.819 1.276 -0.2 1.4 -1.0
H 1.987 -4.888 -1.231 0.8 -1.3 0.5
H 3.195 -6.297 -1.461 -1.0 0.7 1.2
H 1.764 -6.403 -0.204 1.3 0.9 -0.8
H 5.460 -5.083 0.451 -0.9 0.4 -0.2
H 2.232 -0.586 6.164 -0.4 -1.7 -0.3
H 1.505 -1.979 8.244 -0.1 -1.1 -1.6
H 0.813 -5.620 5.951 0.4 1.8 0.3
H 1.513 -4.509 3.656 0.0 0.9 1.6
H -1.683 -3.126 2.776 -0.8 0.5 -1.1
H -2.230 -3.490 1.021 0.0 1.2 1.5
H -3.462 -3.329 2.356 1.5 1.0 -0.5
C 2.212 2.734 -3.093 -0.1 0.2 0.0
C 2.655 1.307 -2.906 -0.2 -0.6 0.4
O 2.024 0.514 -2.225 0.0 0.3 -0.2
N 3.801 0.910 -3.526 -0.3 0.2 0.0
C 4.678 1.696 -4.366 0.1 -0.5 0.1
H 1.287 2.902 -2.542 0.1 -0.2 0.0
H 2.973 3.416 -2.709 0.0 0.1 -0.2
H 2.025 2.932 -4.151 0.1 0.1 0.0
H 4.037 -0.057 -3.356 0.0 0.1 0.0
H 4.733 1.219 -5.348 0.1 0.2 -0.1
H 5.674 1.700 -3.915 0.1 0.2 -0.2
H 4.331 2.720 -4.482 0.0 -0.1 0.1
C -5.763 -1.159 -1.290 0.1 0.0 0.2
C -5.182 -1.671 -2.581 0.3 -0.2 -0.4
O -4.083 -2.212 -2.632 -0.4 0.1 -0.1
N -5.918 -1.516 -3.715 0.2 -0.1 0.6
C -7.225 -0.906 -3.854 0.1 0.0 -0.6
H -5.066 -1.351 -0.474 0.0 0.0 -0.2
H -5.929 -0.081 -1.356 -0.2 -0.1 0.1
H -6.701 -1.673 -1.072 0.0 0.2 0.0
H -5.467 -1.881 -4.541 -0.1 0.1 0.1
H -7.908 -1.652 -4.270 -0.2 0.1 0.1
H -7.140 -0.068 -4.552 -0.3 -0.3 0.4
H -7.617 -0.547 -2.905 0.1 -0.1 0.0
C 3.900 4.102 3.701 -0.1 0.0 0.0
C 3.951 5.392 2.928 -0.4 0.1 -0.3
O 3.061 5.730 2.159 0.2 0.0 0.1
N 5.037 6.198 3.108 -0.2 -0.2 0.0
C 6.180 5.974 3.965 0.0 0.4 -0.3
H 2.983 3.567 3.458 0.1 0.1 0.0
H 4.750 3.471 3.430 -0.1 -0.1 0.2
H 3.907 4.308 4.773 0.1 -0.1 0.0
H 5.005 7.045 2.560 0.0 -0.1 0.1
H 6.243 6.799 4.679 0.2 -0.2 0.1
H 7.080 5.968 3.345 0.1 -0.1 0.2
H 6.111 5.034 4.508 -0.1 0.1 -0.1
C -5.975 3.574 -5.302 0.2 0.0 0.1
C -7.019 2.639 -5.850 -0.2 -0.4 -0.1
O -6.973 1.429 -5.664 0.1 0.6 -0.4
N -8.038 3.178 -6.574 0.4 -0.1 0.3
C -8.262 4.571 -6.898 -0.4 -0.3 -0.2
H -5.230 3.002 -4.749 -0.2 0.0 -0.1
H -5.475 4.097 -6.119 -0.1 0.1 0.1
H -6.436 4.291 -4.620 0.1 0.1 -0.1
H -8.700 2.493 -6.910 0.1 0.1 0.0
H -9.234 4.865 -6.496 0.1 0.3 -0.1
H -8.279 4.672 -7.986 0.0 0.3 0.1
H -7.492 5.219 -6.488 0.0 -0.2 0.0
```
Forces are in eV/Å.

The LUMO energy is 1.6 eV. Its molar mass is 716.72 Da. Its HOMO energy is -4.430 eV. The energy comes out at -59002.78186 eV. As for the charge: -1. Its HOMO-LUMO gap is 6.1 eV.

Here are the Mulliken charges for atoms 1 to 6, given in e: -0.43, -0.34, 0.44, -1.41, 1.46, -0.61


2.
# C26H64B2F6MgNO16S2

C26H64B2F6MgNO16S2 as an isolated structure (ωB97M-V with the def2-TZVPD basis set, the Open Molecules 2025 dataset).

```
118
Properties=species:S:1:pos:R:3:forces:R:3
Mg 0.793 2.959 -2.973 0.3 -1.0 2.0
C 3.451 3.971 -7.629 0.1 -0.2 2.3
F 3.984 3.787 -8.797 -0.2 -0.3 -1.0
F 4.483 4.370 -6.817 -1.5 0.1 -0.5
F 2.480 4.916 -7.703 1.0 -0.4 0.2
S 2.639 2.313 -6.943 -2.2 1.3 -0.8
O 1.209 2.434 -7.192 1.1 0.4 0.8
O 3.320 1.345 -7.760 -0.3 0.1 0.9
N 2.851 2.396 -5.167 0.4 -0.5 -4.0
S 4.267 1.657 -5.077 3.8 -2.0 4.4
O 5.250 1.663 -6.118 -0.7 0.9 -1.0
O 4.906 1.942 -3.787 -1.9 -0.2 -0.9
C 3.880 -0.253 -5.016 0.8 0.2 0.0
F 3.627 -0.656 -3.757 0.4 0.2 -0.9
F 2.845 -0.585 -5.783 -0.1 0.0 0.2
F 4.975 -0.933 -5.519 -1.3 0.8 1.0
B 1.373 4.079 -0.143 -0.3 -0.4 -0.1
H 1.592 4.958 0.442 0.6 3.9 1.5
H 0.358 4.083 -0.511 -4.6 0.2 -1.9
H 2.143 3.991 -0.894 3.5 -0.7 -3.7
H 1.427 3.312 0.614 0.3 -3.5 2.3
B 0.400 0.368 -2.090 -0.1 1.4 0.2
H -0.357 0.873 -1.510 -3.2 2.0 2.2
H 1.359 0.768 -1.800 4.1 1.7 1.3
H 0.375 -0.696 -1.908 0.0 -3.8 0.4
H 0.276 0.545 -3.147 -0.8 0.9 -5.1
C 3.846 7.613 2.551 0.3 -2.6 0.4
O 4.035 6.146 2.244 0.6 2.1 -0.5
C 5.181 5.911 1.361 -0.4 0.0 1.1
C 5.721 4.470 1.601 -0.5 1.0 -0.8
O 4.617 3.674 1.836 -0.1 -1.9 1.2
C 5.040 2.379 2.238 -0.9 -1.4 -0.2
C 3.851 1.420 2.383 -1.3 1.5 0.4
O 2.864 2.153 3.108 -0.9 -1.2 0.9
C 1.783 1.288 3.527 -0.2 1.4 -0.7
H 4.656 7.922 3.212 0.6 0.3 -0.5
H 3.000 7.680 3.234 -0.4 -0.3 -0.5
H 3.692 8.224 1.662 0.2 -0.1 0.0
H 5.918 6.673 1.616 0.5 -0.1 0.0
H 4.964 6.055 0.302 -0.6 -0.1 0.0
H 6.467 4.435 2.394 0.0 0.0 0.4
H 6.160 4.040 0.701 0.7 0.6 -0.4
H 5.575 2.297 3.184 0.1 0.9 0.3
H 5.685 1.872 1.520 0.4 0.4 -0.5
H 4.035 0.531 2.986 0.8 -0.2 -0.2
H 3.421 1.122 1.427 0.1 0.0 -0.3
H 1.038 1.898 4.038 0.3 0.3 0.3
H 2.057 0.466 4.189 0.5 -0.1 0.0
H 1.219 0.930 2.666 0.3 -0.4 -0.3
C -5.877 -8.772 3.087 -0.5 0.9 -0.9
O -5.380 -8.009 1.969 1.5 -1.2 0.1
C -4.492 -8.847 1.203 -0.4 -0.6 -0.7
C -3.841 -8.216 -0.053 0.5 0.1 1.5
O -3.010 -9.251 -0.589 -0.9 0.0 0.0
C -2.588 -9.077 -1.936 -0.5 -0.5 1.1
C -1.599 -7.978 -2.082 -0.1 1.3 -0.8
O -2.237 -6.676 -1.932 0.1 -1.6 -0.5
C -1.405 -5.543 -1.794 0.2 -0.5 0.1
H -6.561 -9.528 2.700 -0.3 0.0 0.1
H -6.396 -8.020 3.681 -0.1 -0.4 0.2
H -5.154 -9.318 3.692 0.6 0.4 -0.1
H -5.019 -9.734 0.851 -0.7 0.0 -0.4
H -3.748 -9.375 1.800 0.6 0.8 0.5
H -3.171 -7.401 0.218 -0.3 0.3 0.2
H -4.599 -7.791 -0.711 0.0 -0.4 -0.4
H -3.461 -9.007 -2.585 0.0 0.4 -0.2
H -2.089 -10.016 -2.174 0.1 0.0 -0.1
H -1.192 -8.129 -3.082 0.1 0.6 -0.5
H -0.746 -8.164 -1.430 -0.1 0.4 0.6
H -0.731 -5.383 -2.636 0.0 -0.1 -0.2
H -0.802 -5.689 -0.898 0.1 0.5 0.2
H -2.061 -4.675 -1.729 0.1 -0.1 0.2
C -2.951 -6.871 9.342 0.1 0.1 1.4
O -4.111 -7.034 8.574 -0.1 -0.7 0.1
C -4.735 -5.819 8.234 0.9 -0.4 -2.1
C -4.102 -5.408 6.867 -0.9 1.2 1.4
O -2.735 -5.002 6.983 0.9 -1.7 -2.4
C -2.000 -5.535 5.773 -0.6 0.7 -0.1
C -2.560 -5.054 4.425 -1.0 -0.3 1.0
O -2.488 -3.699 4.321 0.5 2.1 0.8
C -2.934 -3.147 3.115 0.5 -0.4 -0.5
H -2.478 -7.799 9.663 -0.6 -0.6 -0.4
H -3.346 -6.430 10.257 0.8 0.5 0.4
H -2.116 -6.319 8.911 -0.5 0.5 -0.3
H -4.745 -5.015 8.970 0.7 -0.1 0.4
H -5.795 -6.012 8.068 -0.1 -0.3 -0.2
H -4.701 -4.550 6.562 0.0 0.2 -0.6
H -4.224 -6.209 6.138 -0.1 -0.1 0.3
H -2.021 -6.618 5.653 -0.5 -0.4 0.8
H -0.931 -5.323 5.805 -0.2 0.7 0.6
H -3.636 -5.225 4.381 -0.2 -1.1 -0.2
H -2.077 -5.578 3.600 0.3 -0.2 -0.1
H -3.064 -2.072 3.240 0.5 -0.1 -0.1
H -3.870 -3.530 2.707 -0.5 -0.4 0.5
H -2.190 -3.457 2.382 0.1 0.7 -0.6
C 0.432 10.826 -3.536 0.8 0.3 -0.5
O 0.575 9.452 -3.872 -0.8 0.5 -0.8
C 1.295 8.610 -2.995 -0.7 -0.6 -0.5
C 1.487 7.150 -3.567 -0.2 -0.2 0.0
O 0.363 6.234 -3.502 0.1 0.2 1.0
C -0.671 6.569 -4.399 -0.3 1.7 -0.1
C -1.924 5.722 -4.179 2.0 0.4 0.3
O -1.402 4.424 -3.905 -0.5 -0.9 -1.2
C -2.490 3.514 -3.905 -0.5 -0.3 0.7
H 0.345 11.412 -4.451 -0.1 -0.4 -0.4
H 1.339 11.240 -3.094 0.2 -0.2 0.5
H -0.428 11.144 -2.946 -0.2 -0.7 0.4
H 0.721 8.506 -2.074 0.1 -0.2 0.3
H 2.231 9.124 -2.777 0.4 -0.5 0.1
H 2.285 6.704 -2.973 -0.2 -0.1 0.3
H 1.788 6.971 -4.599 0.5 1.3 -0.3
H -0.302 6.601 -5.424 0.1 -0.8 -0.4
H -0.912 7.622 -4.260 -0.4 0.2 0.3
H -2.583 5.747 -5.048 0.2 -0.3 -0.3
H -2.528 6.090 -3.350 0.2 -0.1 0.4
H -2.186 2.472 -4.010 0.5 0.1 0.5
H -3.211 3.627 -4.714 0.1 0.6 -0.3
H -2.985 3.737 -2.959 -0.5 -0.7 0.1
```
Forces are in eV/Å.

The LUMO energy is 0.7 eV. Its molar mass is 870.84 Da. Its HOMO energy is -6.180 eV. For the energy relative to the best compared isomer or geometry (same formula, charge and spin), the calculation gives 9.448 eV. The energy comes out at -107007.10540 eV. As for the charge: -1. Its HOMO-LUMO gap is 6.9 eV.

Here are the Mulliken charges for atoms 1 to 6, given in e: 0.69, 0.69, -0.22, -0.24, -0.23, 0.87


Question: Which of these has the lowest HOMO-LUMO gap?
Answer: C28H58FN7NbO7


Question: Look up the HOMO-LUMO gap of the first one.
Answer: 6.1 eV


Question: What is the HOMO-LUMO gap in the first record?
Answer: 6.1 eV